1.
DFT (wB97M-V/def2-TZVPD) results for a 4-piece molecular cluster, C30H41I2O12P overall at a distorted geometry.

As for the SMILES: CCCCCc1c(CC(=O)O)c(CCC(=O)O)c(I)c2c1C(=O)c1c(P(=O)(O)O)ccc([C@H](I)CC)c1C2=O.CO.CO.CO. The calculation puts the HOMO-LUMO gap at 7.76 eV. The LUMO energy comes out at -1.32 eV. The value obtained for the molar mass is 878.43 g/mol. The HOMO energy is -0.3338 hartree.

```
86
C30H41I2O12P | the OMol25 dataset | wB97M-V/def2-TZVPD
C 0.67710 2.55758 2.32741
C 0.95052 1.61718 3.56563
C 0.01959 0.32748 3.60416
C -0.13031 -0.17441 2.12135
C -0.39503 -1.75053 2.00048
C -0.11401 -2.08298 0.48905
C 1.22453 -2.53053 0.08586
C 2.34031 -2.66954 1.15541
C 2.40280 -4.06838 1.86462
O 3.41180 -4.31959 2.47292
O 1.36923 -4.99623 1.87268
C 1.44419 -2.79237 -1.35495
C 2.87961 -3.25445 -1.75130
C 3.84150 -2.02866 -2.11681
C 5.30332 -2.37936 -1.65293
O 6.14812 -2.84690 -2.35943
O 5.63888 -2.07784 -0.30825
C 0.35610 -2.59990 -2.33532
I 0.82786 -2.95472 -4.42607
C -0.97267 -2.16410 -1.92370
C -1.18891 -1.91192 -0.47368
C -2.63790 -1.46075 -0.10540
O -3.25508 -1.85738 0.85264
C -3.30513 -0.47053 -1.09761
C -4.12205 0.61657 -0.56676
P -4.48109 0.97068 1.20828
O -5.28157 2.23174 1.37871
O -5.32987 -0.23394 1.97359
O -3.08667 1.15869 2.06216
C -4.75055 1.51472 -1.55133
C -4.51037 1.31776 -2.98658
C -3.65792 0.23751 -3.51643
C -3.39139 0.07725 -5.06251
I -1.23537 0.13702 -5.49451
C -4.10683 1.18966 -5.93367
C -3.40383 1.47697 -7.33727
C -3.06649 -0.68304 -2.53742
C -2.16371 -1.91149 -2.91426
O -2.34978 -2.58022 -3.89808
H 1.11797 3.58786 2.45320
H -0.40204 2.66541 2.05056
H 1.21856 2.11503 1.45009
H 2.04192 1.30459 3.52513
H 0.75795 2.22932 4.49192
H 0.47050 -0.50111 4.20739
H -0.97580 0.59588 4.03890
H -0.95754 0.31179 1.54441
H 0.80796 0.00005 1.51342
H -1.42410 -2.03981 2.32138
H 0.31761 -2.27645 2.68926
H 3.36438 -2.47209 0.74396
H 2.19389 -1.91104 1.97377
H 1.27681 -5.38283 0.98046
H 2.84759 -4.01738 -2.57203
H 3.38552 -3.77077 -0.88368
H 3.80281 -1.88110 -3.22705
H 3.54984 -1.11533 -1.53693
H 5.67766 -2.89798 0.21856
H -6.18793 -0.31429 1.51822
H -3.14592 1.94785 2.63009
H -5.39128 2.33331 -1.15750
H -5.02770 2.05536 -3.64810
H -3.80788 -0.93670 -5.31830
H -4.19080 2.18498 -5.43419
H -5.13149 0.79305 -6.18810
H -4.19118 1.98926 -7.96685
H -3.09243 0.54719 -7.86927
H -2.57798 2.23289 -7.24041
C 0.99058 2.21135 -1.85553
O 1.61463 2.78427 -0.71195
H 0.14410 1.60948 -1.52557
H 0.63315 3.00170 -2.52047
H 1.70121 1.57259 -2.38755
H 2.35844 3.31078 -1.02502
C 0.37359 3.80137 7.03263
O 0.83644 4.79802 6.13084
H -0.56793 4.13173 7.46828
H 0.21261 2.86265 6.49670
H 1.10812 3.65524 7.82894
H 1.66822 4.48402 5.75928
C 5.43237 1.10605 2.91101
O 4.10319 1.12802 2.40252
H 5.74512 2.12937 3.11144
H 5.46649 0.52996 3.83924
H 6.10534 0.66092 2.17398
H 3.84849 0.21444 2.23220
```

2.
DFT (wB97M-V/def2-TZVPD) results for a single C6H13NO molecule at a distorted geometry.

The calculation puts the HOMO-LUMO gap at 4.78 eV. The LUMO energy comes out at -2.61 eV. The value obtained for the molar mass is 115.18 g/mol. The HOMO energy is -0.2714 hartree. As for the relative energy (zero: lowest compared OMol25 entry of this formula, charge and spin): 750.14 kJ/mol.

```
21
C6H13NO | the OMol25 dataset | wB97M-V/def2-TZVPD
C -0.32666 0.58967 -2.73583
N 0.36108 -0.01196 -1.64740
C -0.36102 0.19238 -0.32641
C 0.67073 0.37110 0.78572
C 1.84213 -0.63793 0.78342
C -0.05425 0.76843 2.03768
C -1.23513 -1.09076 0.02807
O -1.89887 -0.91588 1.29376
H -1.31016 0.00771 -2.98821
H -0.68176 1.66652 -2.64331
H 0.23888 0.58453 -3.65484
H -1.12578 1.15039 -0.21150
H -0.51225 -1.91959 0.07975
H 1.25008 1.28146 0.52404
H 2.62548 -0.40362 1.47683
H 1.54027 -1.63375 1.13653
H 2.26352 -0.64609 -0.21984
H -1.40185 -0.09802 1.60638
H 0.11298 1.77843 2.48711
H 0.04035 0.12250 2.94700
H -2.03775 -1.15552 -0.75893
```

3.
DFT (wB97M-V/def2-TZVPD) results for a single C3H5N3 molecule.

As for the SMILES: Nc1ccn[nH]1. The calculation puts the HOMO-LUMO gap at 9.79 eV. The LUMO energy comes out at 0.91 eV. The value obtained for the molar mass is 83.09 g/mol. The HOMO energy is -0.3263 hartree. As for the relative energy (zero: lowest compared OMol25 entry of this formula, charge and spin): 65.92 kJ/mol.

```
11
C3H5N3 | the OMol25 dataset | wB97M-V/def2-TZVPD
N 0.35512 1.72181 -0.58129
C 0.02345 0.42576 -0.15314
C -1.06471 -0.41204 0.03140
C -0.49343 -1.58267 0.59231
N 0.82466 -1.49302 0.72587
N 1.09352 -0.26975 0.27081
H -0.30406 2.44309 -0.33537
H 0.67065 1.75020 -1.54236
H -2.10680 -0.23023 -0.19652
H -1.00383 -2.48858 0.89871
H 2.00655 0.14658 0.28432
```